(1)
Below is 19 unconnected molecules or ions with the total composition C46H139N9O19 in a non-equilibrium geometry, with properties calculated with ωB97M-V with the def2-TZVPD basis set.

As for the total charge: 0. The value obtained for the HOMO energy is -0.312 Eh.

Atoms and positions in Å:
1 O 14.996 17.344 22.096
2 O 11.993 15.992 9.529
3 O 21.581 10.264 16.110
4 O 18.864 14.627 18.872
5 O 16.097 19.027 12.050
6 O 18.287 20.210 13.566
7 O 11.228 16.775 11.860
8 O 11.147 18.314 17.869
9 O 14.207 15.268 15.017
10 O 13.826 13.758 18.474
11 O 16.564 11.220 16.575
12 O 17.306 14.929 9.586
13 O 11.773 12.136 12.543
14 O 9.421 17.055 16.229
15 O 12.374 20.546 8.714
16 O 21.262 18.686 11.713
17 O 16.398 20.273 18.153
18 O 12.187 21.090 13.361
19 O 12.995 8.736 15.451
20 N 15.686 12.266 11.651
21 N 19.927 15.882 10.783
22 N 19.407 11.933 16.789
23 N 16.056 10.336 13.836
24 N 13.216 16.817 18.902
25 N 15.567 15.544 17.474
26 N 13.614 18.348 12.950
27 N 9.792 15.009 13.666
28 N 15.654 23.930 17.895
29 C 16.977 15.144 17.449
30 C 12.148 17.479 20.977
31 C 19.751 14.934 19.967
32 C 20.705 17.639 12.468
33 C 18.540 16.293 12.662
34 C 15.852 18.477 21.948
35 C 14.247 16.143 13.875
36 C 14.274 9.385 15.367
37 C 21.382 11.431 15.341
38 C 12.113 11.540 11.313
39 C 19.221 12.907 14.621
40 C 16.012 11.284 17.872
41 C 12.454 17.607 14.945
42 C 14.643 9.917 13.897
43 C 10.113 12.902 14.885
44 C 14.614 16.706 20.902
45 C 15.815 19.036 17.745
46 C 8.791 18.040 15.471
47 C 13.765 17.563 14.171
48 C 16.327 14.056 10.103
49 C 11.468 19.681 17.779
50 C 13.473 17.445 20.186
51 C 12.829 21.151 9.915
52 C 17.905 19.878 14.817
53 C 10.418 17.849 11.480
54 C 11.844 9.581 15.211
55 C 13.171 21.482 14.331
56 C 17.599 16.000 16.318
57 C 15.309 22.618 19.797
58 C 10.931 13.297 12.477
59 C 19.523 16.910 11.756
60 C 22.667 18.488 11.385
61 C 15.712 21.408 17.632
62 C 16.805 13.145 11.303
63 C 18.008 12.303 11.027
64 C 14.428 8.870 12.818
65 C 17.621 15.339 18.865
66 C 10.692 13.929 13.886
67 C 14.585 13.876 14.791
68 C 12.658 13.705 17.685
69 C 12.984 16.919 9.109
70 C 16.115 22.678 18.459
71 C 16.132 18.408 10.818
72 C 22.931 9.826 16.105
73 C 19.804 11.706 15.395
74 C 16.991 15.706 8.436
75 H 15.078 14.898 18.078
76 H 11.306 21.404 13.577
77 H 11.876 10.026 14.216
78 H 10.004 12.908 12.056
79 H 11.621 14.307 14.311
80 H 11.244 11.257 10.720
81 H 13.258 22.566 14.400
82 H 17.122 18.625 10.419
83 H 18.972 17.626 11.147
84 H 12.774 17.137 15.876
85 H 15.167 8.069 12.825
86 H 13.937 10.733 13.744
87 H 19.285 14.720 20.928
88 H 15.159 15.203 16.616
89 H 14.338 10.244 16.036
90 H 16.308 16.474 8.799
91 H 23.583 10.580 16.545
92 H 15.452 16.695 20.205
93 H 13.422 20.463 10.517
94 H 15.684 23.366 20.495
95 H 18.175 11.828 11.994
96 H 12.812 17.359 8.127
97 H 10.289 13.269 15.897
98 H 15.242 18.762 12.396
99 H 16.831 18.202 21.556
100 H 16.147 24.207 17.058
101 H 18.149 17.057 13.335
102 H 11.857 15.475 8.732
103 H 11.254 20.195 18.716
104 H 17.766 15.784 12.090
105 H 9.751 17.528 10.679
106 H 15.899 18.951 22.929
107 H 19.271 12.695 13.553
108 H 17.121 15.799 15.359
109 H 13.648 15.723 13.066
110 H 13.929 16.389 8.991
111 H 14.644 21.227 17.753
112 H 15.848 13.453 9.331
113 H 14.054 16.486 18.446
114 H 19.675 12.873 17.044
115 H 17.422 17.065 16.468
116 H 16.891 15.024 19.610
117 H 16.286 12.274 18.237
118 H 12.685 12.121 10.590
119 H 15.752 18.981 16.659
120 H 17.065 13.873 12.071
121 H 9.454 18.899 15.370
122 H 15.452 19.239 21.279
123 H 14.745 19.024 17.951
124 H 11.465 16.338 11.039
125 H 13.369 22.087 9.769
126 H 17.119 14.092 17.203
127 H 18.594 19.182 15.297
128 H 9.718 15.621 14.466
129 H 16.026 17.341 11.014
130 H 16.643 9.624 13.425
131 H 14.375 9.301 11.818
132 H 12.311 18.165 21.808
133 H 15.037 12.843 12.167
134 H 12.009 21.483 10.551
135 H 19.894 16.014 19.925
136 H 14.145 21.115 14.010
137 H 10.845 20.096 16.987
138 H 11.838 17.809 18.305
139 H 19.272 10.826 15.034
140 H 12.513 19.825 17.504
141 H 15.964 11.595 12.354
142 H 17.869 20.783 15.423
143 H 14.611 13.253 15.685
144 H 21.932 12.311 15.675
145 H 13.131 17.664 9.891
146 H 10.100 17.460 16.773
147 H 20.742 14.498 19.838
148 H 7.861 18.331 15.959
149 H 13.171 19.236 13.137
150 H 9.083 12.601 14.697
151 H 16.188 18.133 18.227
152 H 19.140 15.596 13.248
153 H 20.352 18.065 13.407
154 H 15.533 14.676 10.519
155 H 21.443 16.916 12.816
156 H 13.406 8.533 12.987
157 H 17.478 11.503 16.642
158 H 18.880 12.919 10.809
159 H 11.233 14.095 11.798
160 H 19.960 11.248 17.282
161 H 17.731 16.394 19.116
162 H 17.748 19.768 12.906
163 H 12.058 18.593 15.186
164 H 13.674 13.199 19.239
165 H 19.090 15.548 10.327
166 H 17.153 22.734 18.787
167 H 12.870 21.090 15.303
168 H 11.314 17.956 20.461
169 H 13.821 18.473 20.082
170 H 12.744 15.926 18.945
171 H 14.948 11.064 17.957
172 H 14.525 15.628 21.034
173 H 9.738 18.112 12.290
174 H 14.707 23.839 17.555
175 H 11.855 16.543 21.452
176 H 15.292 21.636 20.272
177 H 16.906 19.443 14.779
178 H 11.658 17.057 14.444
179 H 10.688 11.989 14.731
180 H 15.876 21.584 16.568
181 H 8.605 17.717 14.446
182 H 10.891 9.053 15.234
183 H 16.480 10.583 18.563
184 H 19.791 13.816 14.817
185 H 13.104 20.012 8.393
186 H 12.579 12.724 17.218
187 H 12.677 10.617 11.449
188 H 15.260 16.213 13.479
189 H 17.900 16.147 8.026
190 H 14.991 8.678 15.782
191 H 15.296 18.625 10.152
192 H 23.018 19.485 11.117
193 H 13.827 13.366 14.195
194 H 14.244 22.816 19.674
195 H 22.849 17.714 10.639
196 H 23.035 8.951 16.746
197 H 15.538 13.761 14.275
198 H 10.073 15.659 12.946
199 H 16.525 15.120 7.643
200 H 11.012 18.717 11.194
201 H 16.361 10.470 14.790
202 H 11.748 10.350 15.977
203 H 23.192 9.503 15.097
204 H 11.800 13.929 18.320
205 H 12.890 17.828 12.477
206 H 20.446 16.330 10.041
207 H 21.646 11.185 14.312
208 H 18.144 13.072 14.663
209 H 17.825 11.462 10.357
210 H 23.203 18.306 12.316
211 H 12.645 14.542 16.987
212 H 18.649 15.715 16.251
213 H 14.513 18.079 14.773

(2)
Below is 3 unconnected molecules or ions with the total composition C27H36Cl4F20IN2OS in a non-equilibrium geometry, with properties calculated with ωB97M-V with the def2-TZVPD basis set.

As for the total charge: +1. The value obtained for the HOMO energy is -0.442 Eh.

Atoms and positions in Å:
1 I 2.351 2.002 -1.106
2 Cl -0.828 -9.256 -3.199
3 Cl -1.255 6.039 6.379
4 Cl -2.357 -6.823 -5.024
5 Cl -1.661 5.083 3.144
6 S 4.251 2.048 2.413
7 F -0.573 0.106 -4.984
8 F 2.496 -4.330 -2.471
9 F 2.020 -1.222 -6.658
10 F -0.767 -4.135 -1.751
11 F -0.284 -1.724 -6.006
12 F 1.598 -3.798 0.774
13 F 2.197 -2.475 -1.533
14 F 2.270 -2.870 -4.349
15 F 0.844 -5.408 -1.179
16 F 0.407 -3.821 -4.306
17 F 1.882 -2.662 3.500
18 F 0.435 0.888 -7.406
19 F 2.858 -0.724 3.300
20 F 0.821 -0.644 -2.872
21 F 1.271 2.026 -5.756
22 F 2.601 -1.646 5.193
23 F -0.464 -4.377 0.765
24 F -0.884 -1.834 -3.365
25 F 2.509 1.150 -7.239
26 F 2.597 -0.185 -4.880
27 O -4.279 1.765 1.701
28 N 1.070 1.227 1.674
29 N -2.869 3.966 -0.782
30 C 2.008 -1.459 4.009
31 C -3.139 3.577 0.628
32 C 0.443 -3.576 0.150
33 C -0.497 1.148 -0.266
34 C 1.141 -2.922 -3.652
35 C 1.820 3.494 2.646
36 C -1.856 1.632 1.702
37 C -0.268 -0.652 3.044
38 C 0.388 -1.579 -3.726
39 C -0.084 -7.767 -3.833
40 C 1.235 2.105 2.876
41 C -2.943 5.267 4.377
42 C 0.248 -0.029 1.726
43 C 1.398 0.989 -6.538
44 C -1.063 0.491 1.023
45 C -3.131 2.039 0.890
46 C 0.283 -0.926 -5.136
47 C -2.649 6.397 5.330
48 C 1.596 -0.344 -5.744
49 C -0.099 -2.144 0.257
50 C 3.280 3.559 2.121
51 C 0.494 -4.132 -1.311
52 C 1.556 -3.418 -2.225
53 C 0.764 1.876 0.352
54 C 0.681 -0.806 4.262
55 C 0.895 -1.104 0.807
56 C -1.047 -6.607 -3.836
57 H 3.778 4.368 2.660
58 H 5.010 1.938 1.298
59 H -1.828 -0.254 0.795
60 H -3.204 1.469 -0.046
61 H -1.501 -6.465 -2.857
62 H -2.495 4.114 1.337
63 H 0.765 -7.538 -3.189
64 H -3.156 3.186 -1.365
65 H -4.163 3.905 0.834
66 H -0.597 -1.666 2.796
67 H -3.871 5.463 3.841
68 H 0.766 0.149 4.780
69 H 1.729 -1.549 1.353
70 H -2.444 7.324 4.799
71 H 1.217 4.136 1.999
72 H -0.376 -1.830 -0.755
73 H -1.290 2.556 1.853
74 H 0.290 -7.976 -4.833
75 H 0.166 -1.451 4.980
76 H -1.033 1.986 -0.716
77 H -1.167 -0.175 3.434
78 H -0.295 0.454 -1.082
79 H 2.025 0.867 1.485
80 H 3.295 3.883 1.081
81 H -0.532 -5.689 -4.103
82 H -4.831 1.104 1.266
83 H 1.801 3.993 3.618
84 H -3.044 4.319 4.900
85 H 0.263 2.206 3.364
86 H -1.026 -2.176 0.825
87 H 1.873 1.590 3.593
88 H -1.866 4.102 -0.868
89 H -3.507 6.558 5.981
90 H -2.255 1.364 2.686
91 H 1.371 -0.638 -0.062
92 H 0.422 2.902 0.404

(3)
Below is a single C5H6O2 molecule in a non-equilibrium geometry, with properties calculated with ωB97M-V with the def2-TZVPD basis set.

The relative energy (zero: lowest compared OMol25 entry of this formula, charge and spin) is 269.3 kJ/mol. Its SMILES is O[C@H]1C=C[C@H]2O[C@@H]12. As for the total charge: 0. The value obtained for the HOMO energy is -0.354 Eh.

Atoms and positions in Å:
1 O -1.438 1.437 0.479
2 O -0.084 -0.098 -1.529
3 C 0.746 0.589 -0.555
4 C -0.189 -0.622 1.225
5 C 0.526 -1.530 0.526
6 C 0.921 -0.851 -0.761
7 C -0.187 0.830 0.646
8 H 1.719 -1.320 -1.297
9 H 1.451 1.338 -0.813
10 H -2.045 0.977 -0.026
11 H 0.567 -2.628 0.686
12 H 0.399 1.501 1.308
13 H -0.817 -1.072 2.058

(4)
Below is a molecular structure, C12H29AsO3Sr in a non-equilibrium geometry, with properties calculated with ωB97M-V with the def2-TZVPD basis set.

The relative energy (zero: lowest compared OMol25 entry of this formula, charge and spin) is 334.0 kJ/mol. As for the total charge: +2. The value obtained for the HOMO energy is -0.555 Eh.

Atoms and positions in Å:
1 Sr 0.090 0.983 0.104
2 As -0.773 -1.775 -0.767
3 O -1.545 1.799 1.430
4 O 1.887 0.826 1.660
5 O 0.780 2.863 -0.790
6 C 0.512 -3.154 -0.207
7 C 1.963 2.821 0.097
8 C 1.601 2.226 1.485
9 C -2.502 -2.529 -0.223
10 C -0.167 -0.801 -3.437
11 C 1.943 -2.750 -0.529
12 C -1.533 2.409 2.747
13 C -2.661 -4.009 -0.556
14 C -0.802 -1.988 -2.726
15 C 3.233 0.751 2.214
16 C -0.341 3.563 -0.171
17 C -1.635 2.760 0.357
18 H 0.375 -3.332 0.862
19 H -2.304 3.563 0.668
20 H -3.262 -1.929 -0.729
21 H 2.189 -1.755 -0.135
22 H -2.552 2.456 3.123
23 H 2.736 2.236 -0.402
24 H 2.654 -3.449 -0.089
25 H -3.689 -4.323 -0.374
26 H 2.130 -2.735 -1.604
27 H -0.765 4.206 -0.941
28 H -0.078 -0.987 -4.507
29 H -0.916 1.778 3.383
30 H 2.300 3.850 0.208
31 H -2.437 -4.219 -1.602
32 H 0.046 4.206 0.622
33 H 0.844 -0.598 -3.070
34 H 3.217 1.112 3.240
35 H -0.768 0.107 -3.325
36 H 0.534 2.358 1.519
37 H -2.621 -2.351 0.848
38 H 3.526 -0.294 2.192
39 H 0.240 -4.077 -0.723
40 H -1.112 3.413 2.681
41 H 3.922 1.336 1.605
42 H 2.023 2.841 2.277
43 H -0.285 -2.917 -2.971
44 H -1.845 -2.115 -3.022
45 H -2.015 -4.632 0.062
46 H -2.137 2.256 -0.484

(5)
Below is a molecular structure, C31H35As2IN4O6ReS in a non-equilibrium geometry, with properties calculated with ωB97M-V with the def2-TZVPD basis set.

The relative energy (zero: lowest compared OMol25 entry of this formula, charge and spin) is 109.1 kJ/mol. Its spin multiplicity is 2. As for the total charge: +2. The value obtained for the HOMO energy (spin up / spin down) is -0.525 / -0.525 Eh. As for the expectation value of S²: 1.212.

Atoms and positions in Å:
1 Re -0.390 -0.616 -0.752
2 I -5.760 -2.812 -3.185
3 As -1.008 0.003 1.526
4 As 2.807 0.124 -0.829
5 S 1.273 -2.604 -1.537
6 O 0.427 -2.437 -0.298
7 O 1.154 -1.337 -2.285
8 O 3.773 1.070 0.277
9 O 2.844 0.943 -2.216
10 O 0.819 -3.723 -2.306
11 O 1.285 0.299 -0.069
12 N -1.575 -2.324 -2.869
13 N -1.918 -1.589 -1.794
14 N -0.055 1.601 -2.815
15 N -0.864 1.433 -1.663
16 C 1.066 2.822 -4.515
17 C -3.762 -2.406 -2.761
18 C 4.798 -1.749 0.091
19 C 3.570 -1.647 -0.539
20 C -2.207 -1.194 2.493
21 C -1.426 4.208 1.553
22 C -3.319 -3.308 2.683
23 C 0.641 -0.226 2.540
24 C -1.265 3.479 -3.824
25 C -3.057 2.011 2.034
26 C -3.252 -1.631 -1.719
27 C 2.409 -1.780 3.027
28 C 4.710 -4.144 -0.146
29 C -2.506 -0.904 3.827
30 C -2.604 -2.396 1.921
31 C -1.704 1.820 1.749
32 C 2.684 0.559 3.519
33 C -2.768 4.390 1.857
34 C -3.584 3.293 2.086
35 C 1.404 0.818 3.050
36 C 3.469 -4.043 -0.758
37 C 0.669 3.889 -2.267
38 C 1.133 -1.529 2.556
39 C 2.914 -2.791 -0.942
40 C 5.359 -3.001 0.296
41 C 3.193 -0.730 3.485
42 C 0.092 2.951 -3.348
43 C -3.625 -3.021 4.005
44 C -3.223 -1.822 4.578
45 C -2.647 -2.839 -3.469
46 C -0.895 2.927 1.483
47 H 5.163 -5.113 -0.007
48 H 4.255 1.750 -0.196
49 H -1.985 3.573 -3.014
50 H 2.799 -2.788 3.019
51 H -2.574 -3.457 -4.342
52 H 0.864 1.151 -2.724
53 H 1.009 1.827 3.065
54 H -4.171 -3.739 4.599
55 H -0.795 5.069 1.381
56 H 3.289 1.373 3.890
57 H -2.166 0.038 4.256
58 H 0.988 4.818 -2.730
59 H -2.328 -2.607 0.891
60 H -3.624 -4.248 2.249
61 H 5.304 -0.859 0.437
62 H -1.835 1.623 -1.950
63 H -4.630 3.436 2.311
64 H -3.779 -1.122 -0.931
65 H 1.155 3.765 -5.046
66 H -3.453 -1.608 5.612
67 H 2.928 -4.914 -1.094
68 H -1.675 2.825 -4.589
69 H 6.310 -3.079 0.800
70 H -0.604 -2.562 -3.077
71 H 0.527 -2.337 2.161
72 H -0.629 2.143 -0.942
73 H 0.709 2.067 -5.212
74 H -3.684 1.145 2.215
75 H 2.049 2.524 -4.155
76 H 1.538 3.422 -1.801
77 H 4.201 -0.921 3.820
78 H -1.132 4.463 -4.264
79 H -0.077 4.134 -1.511
80 H -3.178 5.387 1.913
81 H 0.153 2.781 1.235

(6)
Below is 2 unconnected molecules or ions with the total composition C4H14N3 in a non-equilibrium geometry, with properties calculated with ωB97M-V with the def2-TZVPD basis set.

The relative energy (zero: lowest compared OMol25 entry of this formula, charge and spin) is 189.4 kJ/mol. As for the total charge: +1. The value obtained for the HOMO energy is -0.521 Eh.

Atoms and positions in Å:
1 N 1.992 -1.708 1.133
2 N 2.096 -0.077 -0.532
3 N 0.735 0.198 1.323
4 C -2.073 0.411 -1.163
5 C -1.173 1.343 -1.928
6 C -0.384 -0.427 2.008
7 C 1.671 -0.508 0.668
8 H -0.515 -1.506 1.974
9 H -2.505 -0.443 -1.661
10 H 1.562 0.657 -0.962
11 H -3.053 0.939 -0.946
12 H -0.485 0.031 2.988
13 H -1.337 2.397 -2.099
14 H 0.672 1.207 1.409
15 H -0.054 1.313 -1.998
16 H -1.262 -0.336 1.226
17 H -1.287 0.973 -2.959
18 H 2.737 -0.637 -1.065
19 H 2.670 -2.290 0.656
20 H -1.700 0.369 -0.149
21 H 1.693 -1.904 2.078